# C18H22N2O3

A molecular structure, C18H22N2O3 (the ωB97M-V functional and the def2-TZVPD basis, OMol25).

Geometry (Å):
1 C 1.750 -3.099 0.150
2 C 0.733 2.517 -0.443
3 C 0.714 -3.401 -1.127
4 H 2.395 0.895 0.234
5 C -0.861 -1.411 -1.689
6 H -3.239 -1.783 0.318
7 H 0.360 0.449 3.633
8 H 2.573 0.811 3.043
9 C -0.837 1.475 1.151
10 H 0.598 -0.947 -3.067
11 C -0.480 2.270 2.359
12 C -0.287 -0.596 -2.606
13 H 0.010 4.155 -1.227
14 H -1.757 -3.423 0.635
15 C -2.129 0.960 -2.650
16 H 1.348 -3.310 0.974
17 H -2.515 1.796 -3.191
18 C 1.154 -0.711 1.144
19 H 0.577 -4.472 -1.156
20 C 0.668 1.390 3.188
21 C -1.653 -2.655 -0.088
22 H 2.333 -1.151 -0.710
23 H -0.105 3.171 2.226
24 H 1.119 -3.091 -2.133
25 H 2.595 -3.452 -0.334
26 O -0.260 3.171 -0.791
27 C -0.764 0.564 -3.319
28 C 2.004 1.366 2.196
29 C -2.189 -0.817 -1.249
30 C 0.420 1.392 0.024
31 H 0.223 0.735 -0.577
32 C -0.449 -2.507 -1.152
33 N 2.007 -1.577 0.102
34 H -0.099 0.996 -4.109
35 C -2.645 0.134 -1.786
36 H -3.745 0.730 -1.481
37 H 2.285 2.419 2.096
38 C 1.532 0.734 0.935
39 H 0.752 1.950 4.087
40 O 0.768 -1.335 1.919
41 H -1.524 2.237 3.257
42 N -2.635 -1.674 -0.395
43 H -1.072 0.240 1.573
44 O 1.828 2.975 -0.501
45 H -1.501 1.878 0.536

Values from the calculation:
Multiplicity: 1
E_tot, eV: -28131.1210
F_max, eV/Å: 18.94
Gap between HOMO and LUMO, eV: 7.81

---

# C18H22N2O4S2

C18H22N2O4S2 in the gas phase (the ωB97M-V functional and the def2-TZVPD basis, OMol25).

Geometry (Å):
1 O 7.153 -0.164 -1.163
2 H -4.028 1.964 -3.259
3 S 0.288 2.891 0.606
4 H 3.843 0.356 -1.544
5 H 5.949 -2.607 0.568
6 C -5.195 -3.753 0.718
7 H 4.543 0.798 1.385
8 H -5.209 0.345 -1.870
9 C -3.078 1.993 -1.347
10 C -1.948 2.632 -0.912
11 C 0.855 1.834 1.978
12 C 4.247 -1.283 0.947
13 H 0.149 1.002 2.008
14 C -3.955 2.613 -2.388
15 H -5.116 -4.645 1.337
16 H -1.653 3.595 -1.298
17 C 2.294 1.391 1.833
18 H 6.379 -1.047 1.331
19 C 5.702 -1.555 0.651
20 C -4.522 -0.035 -1.130
21 O 5.421 -1.692 -1.997
22 H 2.033 -0.800 -0.652
23 C -2.513 0.194 0.203
24 N 2.608 0.579 0.792
25 H 1.482 0.855 -0.966
26 H -6.129 -3.233 0.953
27 N -1.406 0.858 0.606
28 C -3.394 0.726 -0.780
29 H 0.786 2.428 2.890
30 O -4.070 -2.970 1.038
31 H -5.653 -1.801 -0.849
32 C -4.774 -1.251 -0.552
33 H -4.959 2.768 -1.995
34 H 3.986 -1.490 1.985
35 C 4.566 0.501 -0.748
36 C -3.899 -1.775 0.417
37 H -3.552 3.572 -2.701
38 O 3.127 1.745 2.648
39 H 5.024 1.481 -0.828
40 H 3.635 -1.912 0.297
41 C -2.782 -1.052 0.782
42 H -5.196 -4.047 -0.337
43 H 0.699 -0.125 0.281
44 H -2.110 -1.446 1.527
45 C 1.655 0.108 -0.186
46 C 4.004 0.206 0.636
47 C -1.150 2.020 0.074
48 S 5.863 -0.769 -0.987

Values from the calculation:
Multiplicity: 1
SMILES: COc1ccc2c(C)cc(SCC(=O)N(C)[C@H]3CCS(=O)(=O)C3)nc2c1
E_tot, eV: -51863.8893
F_max, eV/Å: 0.80
Gap between HOMO and LUMO, eV: 8.52

---

# C18H22N4O2S

C18H22N4O2S in the gas phase (the ωB97M-V functional and the def2-TZVPD basis, OMol25).

Geometry (Å):
1 C -0.921 -1.916 -0.261
2 C -3.108 -1.791 -1.223
3 H 2.986 -2.417 0.538
4 C 4.000 -0.517 0.275
5 H -3.326 -0.483 -2.902
6 C 2.728 0.357 0.276
7 N 1.532 -0.427 0.035
8 N -1.096 1.717 1.048
9 H 6.060 -0.368 0.892
10 C -3.968 2.384 1.513
11 H 1.904 3.041 -1.582
12 C -3.256 2.432 0.184
13 C 0.543 2.298 -0.291
14 O 1.459 0.040 -2.161
15 S -0.841 2.985 -1.154
16 H -4.986 1.038 0.066
17 H 3.449 -1.624 2.051
18 H 5.361 1.159 0.361
19 C 5.161 0.244 0.909
20 C -2.734 -3.314 0.745
21 H -2.082 -4.186 0.772
22 C 2.853 1.484 -0.748
23 H -2.730 -2.865 1.738
24 H 2.609 0.837 1.256
25 H -0.945 0.214 -2.877
26 H -4.830 3.021 1.639
27 C -0.455 -0.993 -1.189
28 C -4.061 1.219 0.591
29 C -2.649 -0.883 -2.161
30 N 0.209 1.712 0.808
31 O 3.839 1.713 -1.396
32 C -2.248 -2.326 -0.272
33 C -1.326 -0.489 -2.152
34 H -3.660 3.067 -0.592
35 H 0.995 -0.682 0.848
36 H 4.248 -0.741 -0.766
37 N 1.797 2.393 -0.809
38 H -3.505 0.329 0.839
39 H -3.347 2.284 2.388
40 H -0.250 -2.347 0.468
41 H 4.935 0.493 1.944
42 H 4.670 -2.410 1.051
43 C 3.755 -1.824 1.026
44 H -3.746 -3.640 0.519
45 C -1.805 2.317 0.162
46 C 0.928 -0.441 -1.174
47 H -4.145 -2.095 -1.233

Values from the calculation:
Multiplicity: 1
SMILES: Cc1cccc(C(=O)N[C@H](C(=O)Nc2nnc(C3CC3)s2)C(C)C)c1
E_tot, eV: -39913.7514
F_max, eV/Å: 1.53
Gap between HOMO and LUMO, eV: 9.22

---

# C18H22N4O3

A molecular structure, C18H22N4O3 (the ωB97M-V functional and the def2-TZVPD basis, OMol25).

Geometry (Å):
1 N -0.519 -0.904 0.453
2 C -1.622 -1.492 3.117
3 H 1.534 1.845 -5.574
4 H -0.533 -2.163 0.273
5 C 2.741 -1.277 1.916
6 C 0.407 2.025 -5.096
7 C -4.567 -1.008 3.547
8 H 2.375 1.262 -3.621
9 H -2.623 2.450 -2.875
10 H 3.809 -1.273 3.781
11 C -3.869 -0.541 2.335
12 H 1.746 1.794 -1.072
13 H 3.653 -0.799 -0.078
14 C -0.864 2.339 -5.692
15 H -0.531 -1.613 2.942
16 H -2.776 2.974 -5.209
17 C 1.583 -0.978 -0.361
18 O 0.341 1.042 0.539
19 H 4.864 -1.152 2.388
20 H -1.551 -2.276 4.952
21 H 2.818 0.742 0.617
22 H -0.377 1.971 -1.863
23 C -2.320 -2.047 4.175
24 H -4.097 -2.140 5.312
25 C -3.643 -1.585 4.456
26 H -5.395 -0.796 3.729
27 N 1.986 0.876 -1.804
28 H 1.397 -1.879 -0.403
29 C -1.846 2.483 -4.817
30 O 1.537 -1.118 -2.716
31 C 0.515 1.885 -3.624
32 C 1.700 -0.435 -1.670
33 N -1.803 -0.438 0.821
34 H 1.400 -0.099 2.856
35 C -1.822 2.216 -3.574
36 C -0.489 1.919 -2.884
37 H 2.683 -2.256 1.685
38 C 3.977 -0.758 2.819
39 H 4.018 0.162 3.039
40 C -2.670 -0.924 2.048
41 O 1.643 -1.025 2.427
42 H -0.820 2.285 -6.755
43 H -4.362 -0.246 1.691
44 C 0.402 -0.215 0.224
45 C 2.641 -0.662 0.438
46 H -2.475 0.109 0.242
47 N 1.803 1.719 -3.134

Values from the calculation:
Multiplicity: 1
E_tot, eV: -31108.5966
F_max, eV/Å: 18.62
Gap between HOMO and LUMO, eV: 8.76

---

# C18H22N4O4

C18H22N4O4 in the gas phase (the ωB97M-V functional and the def2-TZVPD basis, OMol25).

Geometry (Å):
1 H 8.973 1.881 -0.054
2 H 2.244 1.299 -0.305
3 H 0.433 0.558 1.252
4 C 2.451 0.573 0.498
5 C -8.039 -0.570 -0.201
6 H -5.501 1.348 1.956
7 C -7.683 -0.124 -1.436
8 H -5.981 1.217 -1.985
9 H -5.002 2.319 0.535
10 H 7.866 -1.451 -0.277
11 O -2.515 -1.684 1.190
12 N -3.961 0.569 0.795
13 H -3.896 -0.360 1.200
14 C 5.777 -1.021 -0.103
15 C -5.202 1.311 0.906
16 C 2.953 -1.578 -0.543
17 H -0.081 -2.453 0.886
18 N 0.592 -0.808 -0.314
19 H -8.168 -0.342 -2.365
20 C 1.163 -0.155 0.859
21 H -1.127 0.385 -0.715
22 C -0.395 -1.797 0.057
23 C -2.984 0.965 -0.034
24 H 1.801 -0.456 -1.966
25 N -1.894 0.068 -0.128
26 C 6.546 1.621 0.088
27 H 6.840 2.660 0.165
28 O 8.848 0.929 -0.134
29 H 4.484 2.084 0.244
30 H 2.804 -2.397 0.177
31 H 1.383 -0.884 1.656
32 C 4.788 -0.040 0.040
33 H 3.671 -1.912 -1.295
34 C 7.113 -0.688 -0.165
35 H 1.278 -2.134 -1.785
36 C -1.715 -1.143 0.455
37 H -8.837 -1.204 0.131
38 H 2.803 1.122 1.375
39 O -2.951 2.000 -0.658
40 C -6.292 0.680 0.101
41 C 1.627 -1.257 -1.238
42 N 3.455 -0.395 0.123
43 H -0.619 -2.433 -0.805
44 O -7.202 -0.093 0.735
45 C 7.513 0.640 -0.071
46 C -6.541 0.690 -1.240
47 C 5.204 1.289 0.138
48 H 5.502 -2.063 -0.147

Values from the calculation:
Multiplicity: 1
SMILES: O=C(CN1CCN(c2ccc(O)cc2)CC1)NC(=O)NCc1ccco1
E_tot, eV: -33173.7411
F_max, eV/Å: 0.91
Gap between HOMO and LUMO, eV: 8.02

---

Across the entries above, ΔE to the lowest compared entry with this formula, charge and spin takes the values 1578.8, 0.0, 227.5, 1878.3, 315.8 kJ/mol, respectively.
Across the entries above, HOMO level takes the values -7.23, -8.54, -8.68, -8.43, -7.44 eV, respectively.